(1)
13
Properties=species:S:1:pos:R:3:forces:R:3:nbo_charge:R:1 method="wB97M-V/def2-TZVPD" homo_lumo_gap_ev=8.722 charge=+1 spin_multiplicity=1 de_lowest_ev=4.0972 e_homo_ev=-14.1 e_tot_ev=-28301.5165
C -1.0189 -0.0787 -0.4295 -0.774 -0.973 -0.698 -0.078
C 1.8613 -0.0813 -0.5989 3.089 0.716 0.252 -0.064
N -0.2157 0.3677 -1.5866 0.401 1.324 -0.287 0.018
N 0.9671 0.3870 -1.4011 -0.986 -0.929 -1.220 -0.044
N -0.2130 -0.7935 0.5117 -0.531 1.300 -0.647 -0.819
S -1.5015 1.5234 0.3940 0.063 -1.021 -0.597 0.054
S 2.7860 0.9565 0.4032 -2.238 1.199 0.613 0.260
H -1.8647 -0.6143 -0.9894 0.865 0.610 1.321 0.248
H 2.5394 -0.8741 -0.9945 -1.191 -0.156 0.351 0.288
H -0.8078 -0.7749 1.2942 -0.113 -0.177 2.036 0.405
H -0.0128 -1.7367 0.3266 -0.059 -1.587 -0.716 0.394
H -1.5680 2.0146 -0.8339 -0.366 0.793 -0.235 0.156
H 1.6486 1.8441 0.6152 1.840 -1.101 -0.173 0.182

---

(2)
125
Properties=species:S:1:pos:R:3:forces:R:3:mulliken_charge:R:1 method="wB97M-V/def2-TZVPD" homo_lumo_gap_ev=7.047 spin_multiplicity=1 de_lowest_ev=0.0000 e_homo_ev=-8.0 e_tot_ev=-135300.7870
Tl -0.2526 -0.3884 -0.7121 -0.314 0.207 -0.190 1.324
O -2.4057 0.9269 1.6401 0.108 -0.315 0.183 -0.434
H -2.5974 0.5768 0.7201 -0.136 0.259 -0.181 0.031
H -2.5566 1.8757 1.5912 -0.092 0.079 -0.072 0.204
O 0.1606 -3.0443 -1.4948 -0.155 0.195 -0.207 -0.534
H -0.0278 -3.4504 -0.6430 0.012 -0.020 0.106 0.272
H 1.0338 -3.3192 -1.7796 0.169 -0.197 -0.001 0.237
O 1.9943 -1.3215 0.7900 1.679 0.082 -1.701 0.117
N 2.9841 -1.2088 0.1217 -1.105 -0.021 1.451 -0.303
I 0.1482 0.7465 2.5814 0.284 0.185 0.314 0.440
I 2.7289 0.7512 3.3462 -0.196 0.088 -0.053 -0.418
C -4.4965 -0.0303 -2.5864 0.122 0.008 0.135 -1.833
C -3.4372 0.6215 -1.7056 -0.417 0.654 -0.788 0.768
O -2.9836 -0.0414 -0.7169 0.312 -0.615 0.763 -0.273
C -1.8111 0.3243 -3.6056 0.565 -0.368 -1.260 0.269
F -1.7288 -1.0024 -3.3216 -0.171 -0.507 0.446 -0.292
F -2.5344 0.3784 -4.7462 -0.433 0.146 -0.156 -0.345
F -0.5540 0.6503 -3.9862 0.359 0.319 0.121 -0.170
C -3.9084 2.0621 -1.3381 -0.141 0.334 0.157 0.369
F -5.0650 2.0277 -0.6514 -0.176 -0.406 0.098 -0.306
F -3.0378 2.6949 -0.5374 0.396 -0.008 0.028 -0.211
F -4.1283 2.8544 -2.3879 0.065 0.009 -0.321 -0.253
H -4.1565 -1.0080 -2.9170 0.041 0.001 0.000 0.387
H -4.7301 0.5967 -3.4428 -0.070 -0.043 -0.038 0.374
H -5.3853 -0.1632 -1.9718 -0.032 0.005 -0.002 0.483
C -6.8470 -1.7304 3.5654 0.200 0.117 0.046 -1.845
C -5.7191 -1.4302 4.5635 -0.003 0.100 -0.113 1.682
C -5.7716 -2.4998 5.6573 0.110 0.162 -0.183 -1.786
C -5.9945 -0.0583 5.1890 0.080 -0.193 -0.165 -1.781
C -4.3585 -1.3597 3.7864 0.157 -0.375 0.250 1.815
O -4.6057 -0.5225 2.6763 0.076 0.025 -0.273 -0.554
C -3.1667 -0.7575 4.5623 -0.215 -0.186 -0.065 -0.286
C -2.6164 -1.5057 5.7825 0.015 0.198 -0.160 -1.003
C -1.2271 -1.0159 6.0859 -0.025 -0.083 0.122 -0.422
C -1.0337 0.2043 6.7214 0.012 -0.110 -0.060 -0.050
C 0.2371 0.6599 7.0203 0.157 0.023 0.003 -0.949
C 1.3318 -0.1203 6.6847 -0.249 -0.075 -0.085 0.389
Cl 2.9235 0.4098 7.1036 0.210 0.077 0.097 -0.197
C 1.1639 -1.3234 6.0184 0.094 0.079 0.083 -1.000
C -0.1139 -1.7629 5.7205 -0.006 0.056 0.065 0.081
C -3.9746 -2.7722 3.2427 -0.741 0.375 0.476 -1.687
N -2.7375 -2.7390 2.5182 0.313 0.174 -0.756 1.155
C -2.4789 -2.2134 1.3154 0.003 -0.170 0.099 -1.182
N -1.1849 -2.3051 1.0605 0.063 0.161 -0.439 -0.147
C -0.6856 -2.8990 2.1644 -0.240 -0.042 0.085 -0.587
N -1.5970 -3.1783 3.0616 0.362 -0.399 0.682 -0.906
H -7.8087 -1.5982 4.0536 -0.141 -0.042 0.085 0.487
H -6.7932 -2.7550 3.2063 -0.059 -0.141 -0.098 0.363
H -6.7883 -1.0543 2.7191 -0.109 0.021 -0.092 0.335
H -6.7174 -2.4005 6.1858 -0.100 -0.040 0.075 0.517
H -4.9724 -2.3939 6.3809 0.080 -0.030 0.146 0.209
H -5.7336 -3.5021 5.2392 0.004 -0.176 -0.014 0.365
H -7.0171 -0.0178 5.5540 -0.136 -0.013 0.090 0.520
H -5.8699 0.7193 4.4409 0.023 0.152 -0.026 0.287
H -5.3307 0.1353 6.0268 0.101 0.088 0.144 0.280
H -3.7776 -0.1267 2.3527 -0.062 0.222 0.173 0.132
H -3.4282 0.2600 4.8503 0.010 0.086 -0.069 1.253
H -2.3458 -0.6665 3.8439 -0.038 0.049 0.001 -0.970
H -2.5743 -2.5756 5.5853 -0.051 -0.066 0.087 0.602
H -3.2476 -1.3305 6.6552 -0.032 -0.095 -0.016 0.521
H -1.8890 0.8049 6.9962 -0.107 0.071 0.050 0.434
H 0.3793 1.6075 7.5163 0.047 0.064 0.064 0.431
H 2.0276 -1.9091 5.7429 0.077 -0.037 -0.005 0.403
H -0.2504 -2.6987 5.1986 -0.032 -0.082 0.001 0.412
H -4.7646 -3.1018 2.5658 0.092 -0.036 0.099 0.500
H -3.8525 -3.4868 4.0552 0.007 -0.032 -0.165 0.319
H -3.2004 -1.7757 0.6560 -0.308 0.095 -0.132 1.237
H 0.3524 -3.1302 2.2970 0.233 -0.016 0.102 0.574
C -0.7690 4.2625 -5.4238 0.224 0.081 -0.015 -0.894
C 0.1930 5.1331 -4.6265 -0.213 -0.104 0.005 -0.257
C -0.1620 5.1916 -3.1467 0.311 -0.435 0.213 -0.921
S -0.2609 3.5607 -2.3250 0.030 0.141 -0.060 0.226
O -2.2183 1.0799 -2.6524 -0.420 0.218 0.716 0.365
C 1.4814 3.0249 -2.3806 -0.447 0.510 0.058 0.947
C 2.3115 3.6269 -1.2561 -0.014 -0.184 -0.029 -0.069
C 1.9594 3.0079 0.0872 0.128 0.230 -0.200 -0.925
H -0.5080 4.2832 -6.4800 -0.060 -0.040 -0.107 0.392
H -1.7894 4.6181 -5.3089 -0.187 0.035 -0.027 0.311
H -0.7330 3.2345 -5.0710 -0.028 -0.076 -0.033 -0.013
H 0.1755 6.1563 -5.0124 0.085 0.009 -0.023 0.394
H 1.2100 4.7570 -4.7583 0.067 0.087 0.027 0.093
H -1.1621 5.6044 -3.0150 -0.003 0.089 0.048 0.503
H 0.5511 5.8087 -2.5984 -0.088 0.129 0.003 0.334
H 1.8726 3.2877 -3.3600 0.095 -0.111 -0.067 0.009
H 1.4515 1.9370 -2.3039 0.059 -0.081 -0.065 -1.046
H 2.1513 4.7064 -1.2245 0.057 0.062 -0.038 0.437
H 3.3676 3.4539 -1.4674 0.053 0.067 -0.026 -0.178
H 0.9146 3.1820 0.3322 -0.105 -0.007 0.054 0.361
H 2.5812 3.4186 0.8784 0.014 -0.016 0.171 0.485
H 2.1308 1.9346 0.0413 0.024 -0.254 0.109 -0.122
O 2.7166 -0.8266 -1.1747 -0.943 -0.129 0.380 0.403
Si 3.9391 -0.7895 -2.3517 1.039 0.021 -0.608 -0.939
C 4.5205 0.9845 -2.6685 -0.213 -0.743 0.024 0.958
C 4.1803 1.6202 -3.8619 -0.022 -0.133 0.037 -0.576
C 4.6964 2.8651 -4.1722 0.024 0.170 -0.097 -0.527
C 5.5631 3.4962 -3.2962 -0.019 0.004 -0.036 -0.510
C 5.9038 2.8819 -2.1035 0.065 0.036 0.129 -0.928
C 5.3825 1.6399 -1.7907 -0.049 -0.087 0.057 -0.150
C 3.1996 -1.4866 -3.9466 0.125 0.184 0.569 -0.208
C 4.0757 -1.7688 -4.9966 0.079 0.079 0.222 -0.416
C 3.6068 -2.2109 -6.2185 0.109 -0.008 -0.109 -0.742
C 2.2463 -2.3851 -6.4168 -0.013 0.016 0.062 -0.573
C 1.3634 -2.1169 -5.3841 -0.118 -0.061 -0.119 -0.998
C 1.8363 -1.6699 -4.1622 0.076 0.068 0.231 0.620
C 5.3447 -1.8602 -1.6633 -0.424 0.375 -0.253 0.694
C 5.0667 -2.9479 -0.8379 -0.103 -0.080 -0.095 -0.237
C 6.0759 -3.7369 -0.3193 -0.050 -0.057 0.029 -0.886
C 7.3957 -3.4568 -0.6306 0.044 0.006 -0.007 -0.427
C 7.6949 -2.3885 -1.4598 0.170 -0.034 0.013 -0.740
C 6.6789 -1.5984 -1.9693 -0.167 0.125 -0.071 -0.040
H 3.5038 1.1360 -4.5515 -0.048 -0.050 -0.113 0.366
H 4.4312 3.3463 -5.1019 -0.067 0.029 -0.092 0.495
H 5.9653 4.4687 -3.5362 0.053 0.089 -0.045 0.389
H 6.5708 3.3745 -1.4137 0.083 0.064 0.099 0.408
H 5.6384 1.1768 -0.8496 0.135 -0.088 0.149 0.455
H 5.1379 -1.6340 -4.8465 0.178 -0.012 -0.062 0.368
H 4.3031 -2.4130 -7.0198 0.042 -0.033 -0.049 0.420
H 1.8810 -2.7260 -7.3741 -0.059 -0.030 -0.062 0.384
H 0.3026 -2.2479 -5.5314 -0.133 0.003 0.009 0.539
H 1.1361 -1.4558 -3.3684 -0.176 0.046 0.049 0.288
H 4.0414 -3.1787 -0.5859 -0.003 -0.143 0.030 0.206
H 5.8295 -4.5595 0.3363 0.013 -0.085 0.017 0.418
H 8.1858 -4.0724 -0.2272 0.089 -0.023 0.035 0.389
H 8.7246 -2.1632 -1.6989 0.053 0.004 -0.038 0.412
H 6.9187 -0.7609 -2.6096 0.106 0.104 -0.037 0.399